(1)
C2H3N4O2S | ωB97M-V/def2-TZVPD

ΔE to the lowest compared entry with this formula, charge and spin   0.0 kJ/mol
E   -845.24431 a.u.
Orbital gap   7.9 eV

```
! RIJCOSX wB97M-V def2-TZVPD def2/J DEFGRID3
* xyz 1 1
S -3.0342 -0.5654 -0.0406
O -3.4912 -0.7182 -1.3496
O -3.6464 -1.0384 1.1206
N -1.4572 1.5525 -0.0614
N -1.3440 -0.7503 0.0256
N -2.7292 1.4547 0.0910
N 0.5968 0.5827 -0.1404
C -3.8621 1.8543 0.2074
C -0.7164 0.4763 -0.0553
H 1.2074 -0.2167 -0.2147
H 1.0004 1.5058 -0.2355
H -0.9235 -1.5606 0.4592
*
```



(2)
C2H3N4O3S | ωB97M-V/def2-TZVPD

ΔE to the lowest compared entry with this formula, charge and spin   314.0 kJ/mol
E   -920.88093 a.u.
Orbital gap   9.4 eV

```
! RIJCOSX wB97M-V def2-TZVPD def2/J DEFGRID3
* xyz -1 1
S -1.7256 -0.9120 -0.0003
O -2.5660 -0.8434 -1.1594
O -2.4354 -0.9725 1.2573
O -0.6745 -1.9511 -0.1056
N -0.9988 0.6515 0.0516
N 2.0635 -1.1939 -0.2119
N -1.4058 1.7440 0.1058
N -1.7888 2.8059 0.1505
C 1.8718 1.3325 -0.0371
C 1.9145 0.1673 -0.1529
H 2.2179 2.2801 -0.0974
H 2.2853 -1.3959 0.6972
H 1.2421 -1.7125 -0.4978
*
```



(3)
C2H3N4P | ωB97M-V/def2-TZVPD

ΔE to the lowest compared entry with this formula, charge and spin   86.9 kJ/mol
E   -638.22755 a.u.
Orbital gap   9.6 eV

```
! RIJCOSX wB97M-V def2-TZVPD def2/J DEFGRID3
* xyz 0 1
P -0.6544 0.0878 2.6865
N -1.7044 1.1085 2.7314
N -0.4595 1.2027 0.1008
N 0.3350 0.3810 0.4315
N -1.1095 2.1086 0.2068
C 0.4810 -0.9101 -1.5722
C 0.8123 -0.6241 -0.3132
H 0.7965 -1.6824 -2.2396
H 1.6739 -1.3049 0.0928
H -0.1710 -0.3671 -2.1248
*
```



Q: E of number 2 (C2H3N4O3S)?
A: -920.88093 a.u.



Q: The lowest orbital gap belongs to which entry?
A: C2H3N4O2S



Q: What is the E in the second record?
A: -920.88093 a.u.



Q: Which of these has the highest ΔE to the lowest compared entry with this formula, charge and spin?
A: C2H3N4O3S